[1]
Molecular formula: C3H2N2O
Method: DFT, wB97M-V/def2-TZVPD

```
! wB97M-V def2-TZVPD RIJCOSX def2/J DEFGRID3
* xyz 0 1
C 0.803 -0.080 -0.164
C -0.075 1.017 -0.153
C -1.233 -0.617 -0.077
H 0.302 2.054 -0.280
H -2.232 -1.309 0.181
N -1.398 0.872 0.193
N -0.138 -1.256 -0.023
O 1.963 0.003 0.160
*
```

Summary:
Energy above the lowest of the compared OMol25 structures with the same formula, charge and spin   204.7 kJ/mol
E_HOMO   -10.9 eV
Gap between HOMO and LUMO   8.81 eV
Strongest force on any atom   0.17080 Eh/bohr

[2]
Molecular formula: C3H2N2O
Method: DFT, wB97M-V/def2-TZVPD

```
! wB97M-V def2-TZVPD RIJCOSX def2/J DEFGRID3
* xyz 0 1
C -0.246 0.254 1.457
C 0.326 -0.215 0.393
C -1.165 0.563 0.374
N 0.512 -0.312 -1.349
N 1.337 -0.629 -0.471
O 2.457 -0.992 -0.345
H -2.029 -0.121 0.116
H -1.192 1.451 -0.176
*
```

Summary:
Energy above the lowest of the compared OMol25 structures with the same formula, charge and spin   844.8 kJ/mol
E_HOMO   -9.7 eV
Gap between HOMO and LUMO   8.23 eV
Strongest force on any atom   0.05562 Eh/bohr

[3]
Molecular formula: C3H2N2O
Method: DFT, wB97M-V/def2-TZVPD

```
! wB97M-V def2-TZVPD RIJCOSX def2/J DEFGRID3
* xyz 0 3
C -1.852 -1.428 -0.455
C 0.049 -0.501 2.141
C 0.036 -0.101 -0.229
N -2.932 -1.850 -0.503
N -0.560 -1.155 -0.694
O -0.851 -0.980 2.654
H -0.565 0.680 0.014
H 1.178 0.132 -0.501
*
```

Summary:
Energy above the lowest of the compared OMol25 structures with the same formula, charge and spin   165.3 kJ/mol
E_HOMO (spin up / spin down)   -7.3 / -11.3 eV
Gap between HOMO and LUMO (spin up / spin down)   8.14 / 7.36 eV
Strongest force on any atom   0.14060 Eh/bohr

[4]
Molecular formula: C3H2N2O2
Method: DFT, wB97M-V/def2-TZVPD

```
! wB97M-V def2-TZVPD RIJCOSX def2/J DEFGRID3
* xyz 0 1
H -1.034 -1.679 -0.619
N -1.521 -0.800 -0.424
C -0.768 -0.013 0.192
C -1.226 1.285 0.671
N -1.530 2.325 1.070
O 0.535 -0.239 0.596
C 1.575 -0.286 -0.292
O 1.473 -0.268 -1.479
H 2.504 -0.320 0.289
*
```

Summary:
SMILES   [H]/N=C(/C#N)OC=O
Energy above the lowest of the compared OMol25 structures with the same formula, charge and spin   94.7 kJ/mol
E_HOMO   -11.9 eV
Gap between HOMO and LUMO   11.63 eV
Strongest force on any atom   0.02034 Eh/bohr